C12H30O4Si2 | the ωB97M-V functional and the def2-TZVPD basis

Geometry as XYZ:
```
48
Properties=species:S:1:pos:R:3:forces:R:3
C 2.31600 2.23838 1.82883 -0.38 -0.15 0.61
C 1.66458 1.19709 0.92216 0.13 0.51 0.06
O 0.35661 1.61782 0.55598 -0.83 0.91 -0.77
Si 0.02815 1.98167 -1.04291 0.30 0.31 -0.63
C 1.31354 3.17731 -1.73304 0.15 -0.29 -0.32
C 0.27153 0.41804 -1.99092 0.01 -0.01 0.51
C -0.79424 -0.60980 -1.66552 0.62 -0.74 0.64
Si -0.53012 -1.53809 -0.03684 0.60 -0.05 0.52
C -1.38128 -0.82572 1.45484 0.46 0.00 0.16
O 1.11183 -1.54249 0.39665 -1.29 0.54 -1.63
C 1.76644 -2.62640 0.97175 -0.37 -1.48 -0.12
C 3.26065 -2.41063 1.14178 0.31 0.36 -0.74
O -1.04206 -3.09727 -0.28356 1.55 0.42 0.05
C -2.34720 -3.55276 -0.42879 -0.33 -0.69 -0.26
C -2.41424 -4.66412 -1.49768 0.14 -0.07 0.86
O -1.53600 2.60534 -1.21034 1.91 -0.62 0.15
C -2.21347 3.09085 -0.08162 -1.30 0.03 1.18
C -1.44708 4.14991 0.73509 -0.43 -0.59 -0.05
H 1.69834 2.45572 2.71483 -0.08 -0.34 -0.27
H 2.39495 3.19627 1.32808 0.41 0.12 -0.26
H 3.27819 1.89596 2.23475 -0.08 0.15 -0.43
H 1.46768 0.25968 1.44099 0.84 0.06 -0.16
H 2.24991 1.07411 -0.02380 -0.04 -0.36 0.97
H 1.45660 3.85279 -0.90669 0.43 0.69 0.23
H 1.00986 3.76831 -2.61867 -0.04 -0.39 0.48
H 2.29249 2.68695 -1.97747 -0.86 0.31 0.32
H 1.23852 -0.01165 -1.67782 -0.05 0.41 -0.37
H 0.31839 0.69334 -3.03951 0.03 -0.19 -0.35
H -0.77722 -1.40646 -2.39460 -0.13 -0.39 -0.39
H -1.77227 -0.17644 -1.68250 -0.84 0.26 -0.02
H -1.14097 -1.33603 2.39905 0.03 0.00 -0.33
H -2.44071 -0.84190 1.33428 -1.02 -0.11 -0.05
H -1.10346 0.22014 1.55252 0.13 0.09 0.07
H 1.23266 -2.82434 1.91006 0.55 -0.28 0.28
H 1.59135 -3.52332 0.33149 0.27 0.38 0.42
H 3.51781 -1.66526 1.88043 -0.16 0.22 0.42
H 3.73863 -2.04181 0.20657 -0.51 -0.39 0.35
H 3.75945 -3.34090 1.41430 -0.11 -0.04 0.04
H -2.67988 -3.90153 0.53951 -0.20 -0.52 0.31
H -3.00577 -2.72256 -0.63677 -0.46 0.31 -0.58
H -3.41326 -5.08624 -1.58885 -0.14 0.07 0.12
H -2.12745 -4.29583 -2.46508 0.16 0.35 -0.46
H -1.72641 -5.49289 -1.25533 -0.23 0.41 0.10
H -3.15785 3.50606 -0.45043 0.11 0.07 0.05
H -2.51132 2.22940 0.55966 0.31 0.49 -0.14
H -0.50065 3.71146 1.02762 0.31 0.25 0.03
H -1.32852 5.04246 0.14475 0.35 0.33 -0.33
H -1.94267 4.46539 1.66278 -0.23 -0.36 -0.27
```
Positions in Å, forces in eV/Å.

Calculated values
HOMO-LUMO gap: 10.19 eV
structure (SMILES): CCO[Si](C)(CC[Si](C)(OCC)OCC)OCC
F_max: 0.0418 hartree/bohr
total charge: 0

***

C19H35IrN10O3STe | the ωB97M-V functional and the def2-TZVPD basis

Geometry as XYZ:
```
70
Properties=species:S:1:pos:R:3:forces:R:3
Ir -0.67800 -0.66190 0.23320 0.10 2.52 -0.19
N 0.89230 0.62620 4.20740 -0.34 0.08 0.29
C 0.81310 0.50200 2.86380 2.17 -0.11 -0.41
O -0.31850 0.35480 2.33610 -2.10 -0.85 -1.10
C 2.02540 0.56700 2.12750 -1.54 0.14 -0.61
C 3.29810 -1.17380 0.32140 -0.23 -0.20 -0.40
N 4.08490 -1.98420 0.52110 0.42 -0.22 0.04
C 3.25100 0.64100 2.74700 0.78 0.54 0.38
N 4.27320 0.76340 3.27310 0.20 -0.13 0.16
H 0.05950 0.53060 4.76140 0.04 -0.07 -0.07
H 1.78580 0.67990 4.66450 0.02 0.05 -0.02
Te 1.95020 0.37210 0.04130 0.17 -0.07 2.23
N -1.50960 3.73920 -1.68480 -0.27 -0.09 -0.31
C -0.15220 4.07360 -2.12620 0.35 -0.16 -0.21
C 0.81600 3.01570 -1.59470 -0.03 0.46 0.13
N 0.77520 2.87960 -0.14320 -0.22 0.61 -0.12
C -0.58800 2.71840 0.34230 -0.22 0.15 0.02
C -1.58970 3.72800 -0.21890 0.03 -0.31 0.49
H -1.90720 2.26230 -2.32900 0.61 0.85 0.27
H -2.16370 4.43510 -2.03780 0.10 -0.09 -0.02
H 0.15730 5.07030 -1.78080 -0.10 -0.11 -0.01
H -0.13510 4.06480 -3.21750 0.05 0.12 -0.03
H 1.83640 3.25650 -1.90280 -0.08 -0.12 -0.01
H 0.54450 2.04520 -2.01960 0.08 -0.03 -0.10
H 1.20310 3.69940 0.28430 0.09 -0.27 0.06
H -0.58100 2.76730 1.43230 -0.06 -0.16 -0.11
H -0.90630 1.69870 0.06000 -0.06 0.24 0.13
H -1.39140 4.72370 0.20690 -0.04 -0.09 -0.19
H -2.59580 3.41520 0.06970 0.02 0.11 0.04
C -1.28850 0.44600 -5.53460 -0.40 0.16 -0.64
N -0.60210 0.54200 -4.26600 -1.59 -1.05 1.33
C 0.63730 -0.20590 -4.14510 0.26 -0.28 0.30
C 0.66370 -0.55390 -2.66290 4.20 -2.12 -0.38
O 1.64180 -1.02770 -2.04600 -2.46 0.75 -2.65
N -0.50380 -0.21850 -2.11260 -4.61 0.40 0.79
C -1.31240 0.32140 -3.06700 4.68 2.17 1.30
N -2.29800 1.29140 -2.63780 -0.61 -2.37 -1.07
H -0.56800 0.63380 -6.32690 -0.08 0.10 -0.03
H -2.07560 1.19620 -5.59850 0.00 0.02 -0.08
H -1.72430 -0.54820 -5.68900 0.10 0.11 0.00
H 1.50520 0.39410 -4.43850 -0.15 -0.03 0.07
H 0.62760 -1.12100 -4.75400 0.01 0.13 0.13
H -2.76660 0.92600 -1.71690 -0.37 -0.20 0.85
H -3.00410 1.42220 -3.35980 -0.14 0.16 0.07
C -3.50800 -0.55900 1.68250 0.01 0.24 -0.35
C -2.78930 -0.20930 0.40390 1.57 -0.83 0.58
O -3.34670 0.60230 -0.35900 0.26 -0.15 -0.61
H -4.37690 0.08220 1.83310 -0.03 -0.01 -0.03
H -2.81370 -0.46160 2.51160 0.16 -0.04 0.12
H -3.82820 -1.59780 1.63410 0.01 -0.14 0.01
C 2.43730 -4.33300 -0.74060 0.46 0.28 -0.07
N 1.21160 -4.97110 -0.31290 -0.35 0.04 0.02
C 1.34620 -6.39050 -0.04510 -0.04 -0.26 0.02
C 0.21580 -4.23580 0.21230 -0.39 0.34 0.18
S 0.57110 -2.71990 0.91450 -0.26 0.30 -0.08
N -1.03410 -4.72850 0.23160 0.30 -0.02 -0.17
C -1.50890 -5.66340 -0.76660 -0.02 -0.24 -0.16
C -2.05660 -4.06030 0.99970 -0.28 0.33 0.23
H 2.92410 -4.98520 -1.46410 -0.02 -0.06 -0.06
H 3.12560 -4.15550 0.08910 -0.07 -0.01 -0.07
H 2.21560 -3.37550 -1.21150 0.08 -0.11 0.09
H 2.23750 -6.54170 0.56850 0.00 -0.03 -0.02
H 1.46400 -6.95340 -0.97270 -0.03 -0.03 0.03
H 0.49120 -6.76740 0.50650 -0.05 -0.01 -0.01
H -0.75340 -5.80600 -1.53220 0.06 -0.04 -0.03
H -2.40350 -5.25640 -1.23990 -0.03 0.01 0.02
H -1.75880 -6.62930 -0.32540 -0.02 -0.03 -0.03
H -1.68180 -3.84280 2.00020 -0.08 0.05 -0.07
H -2.92260 -4.71440 1.07570 0.00 -0.05 -0.02
H -2.34300 -3.10800 0.52560 0.02 -0.24 0.13
```
Positions in Å, forces in eV/Å.

Calculated values
relative energy (zero: lowest compared OMol25 entry of this formula, charge and spin): 466.76 kJ/mol
HOMO-LUMO gap (spin up / spin down): 3.95 / 4.03 eV
F_max: 0.1034 hartree/bohr
total charge: +1
2S+1: 2

***

C24H58P2PbSi4 | the ωB97M-V functional and the def2-TZVPD basis

Geometry as XYZ:
```
89
Properties=species:S:1:pos:R:3:forces:R:3
P 0.24629 -2.39220 -5.33825 0.18 -0.22 -2.09
P 0.34677 0.82121 -5.16679 -0.52 0.33 -1.46
C -0.06862 -1.40635 -6.86864 -0.28 0.68 0.17
C 0.55470 -0.00216 -6.80464 0.22 -0.44 -0.05
H -1.16485 -1.35303 -6.98474 0.39 0.04 -0.06
H 0.35054 -1.98076 -7.70480 -0.21 0.06 0.07
H 1.64279 -0.03452 -6.98924 -0.42 -0.05 -0.10
H 0.08496 0.67282 -7.53186 0.26 -0.20 -0.08
C -1.32739 1.54316 -5.39582 -0.01 -0.10 0.39
H -1.55175 2.23429 -4.56997 0.02 -0.16 -0.32
H -2.08923 0.75112 -5.40239 0.20 0.29 -0.09
H -1.31963 2.07824 -6.35671 -0.12 -0.08 0.32
C 1.40783 2.28024 -5.41040 0.22 -0.11 0.28
H 1.05565 2.81582 -6.30897 0.24 -0.10 0.38
H 2.44048 1.92463 -5.54851 -0.28 0.33 0.02
H 1.35121 2.91997 -4.51902 0.08 -0.05 -0.36
C -0.83215 -3.83472 -5.59293 -0.23 0.04 0.49
H -0.69823 -4.51811 -4.74275 -0.12 0.04 -0.36
H -0.58260 -4.33343 -6.54485 -0.08 0.18 0.36
H -1.87315 -3.47811 -5.60577 0.29 -0.26 -0.04
C 1.92283 -3.03616 -5.71830 0.13 0.09 0.75
H 2.65925 -2.22115 -5.66832 -0.20 -0.26 -0.08
H 1.91812 -3.48255 -6.72576 -0.05 0.13 0.38
H 2.19577 -3.79114 -4.96618 0.02 0.17 -0.32
Pb 0.77983 -1.34895 2.27120 0.01 0.51 -0.10
C 0.66547 0.99945 -1.79410 -0.11 0.33 0.93
C -0.65471 0.86265 -1.97828 0.20 0.47 -0.03
C -1.41025 -0.19540 -2.71795 -1.11 -0.80 -0.61
C -1.80736 -1.45892 -1.92698 -0.73 0.73 -0.59
C -0.70005 -2.40817 -1.68185 -0.06 -0.71 1.09
C 0.60892 -2.30267 -1.92522 0.15 -0.55 0.16
C 1.35159 -1.27857 -2.72702 0.39 0.57 -0.50
C 1.77120 0.03171 -2.05068 0.81 -0.24 -0.48
C 0.36042 -3.39374 2.97298 -0.19 -0.73 -0.61
H 1.01529 1.92776 -1.31061 -0.31 -0.42 -0.11
H -1.29997 1.66346 -1.58490 0.39 -0.20 -0.26
H -0.93496 -0.55542 -3.65449 -0.23 0.38 0.84
H -2.35150 0.26482 -3.07423 0.33 -0.14 0.29
H -2.32234 -1.13926 -0.99719 0.41 -0.39 -0.19
H -2.59210 -2.00388 -2.49337 0.28 0.31 0.20
H -1.05317 -3.31818 -1.16233 0.42 0.39 -0.17
H 1.24087 -3.12763 -1.55202 -0.39 0.32 -0.25
H 0.80371 -0.96208 -3.64260 0.72 -0.58 1.42
H 2.26594 -1.77279 -3.08796 -0.10 0.17 0.09
H 2.37385 -0.19625 -1.14330 -0.53 0.37 -0.23
H 2.49792 0.54287 -2.72536 -0.28 -0.32 0.33
H 1.11923 -3.88464 3.59722 -0.24 0.33 -0.11
H 0.37306 -3.89082 1.97975 -0.14 -0.11 0.60
H -0.65041 -3.46850 3.40883 0.48 0.02 -0.12
C -0.64440 3.50639 1.64338 -0.14 0.06 -0.08
Si -1.56142 2.44385 2.91176 -0.30 0.56 -0.45
C -2.07589 3.53838 4.37475 0.19 -0.22 -0.07
C -3.08159 1.61920 2.14320 0.05 0.02 -0.04
Si -0.15739 0.75301 3.70674 0.12 0.09 0.21
Si 2.09194 1.22381 4.13146 0.65 0.70 0.13
C 2.20515 2.08635 5.81092 -0.15 -0.06 -0.11
C 3.27384 -0.26919 4.18450 -0.26 -0.12 -0.12
C 2.63784 2.39572 2.74897 0.33 -0.06 0.13
Si -1.13055 -0.38803 5.46933 -0.24 -0.47 0.15
C -1.47393 0.79773 6.89165 0.09 0.08 0.03
C -2.76048 -1.08457 4.81420 0.11 -0.12 0.25
C 0.08310 -1.73896 5.99726 -0.30 0.01 0.14
H -1.34517 4.25035 1.23078 0.17 -0.19 0.10
H -0.25356 2.91635 0.80033 -0.08 0.10 0.25
H 0.19199 4.06419 2.09032 -0.31 -0.20 -0.11
H -2.57669 4.43189 3.97515 0.11 -0.19 0.04
H -2.77527 3.04159 5.05829 0.15 0.08 -0.19
H -1.20666 3.87544 4.95759 -0.22 -0.06 -0.13
H -2.83405 1.00104 1.26458 -0.02 0.22 0.26
H -3.62260 0.98180 2.85761 0.18 0.25 -0.21
H -3.76985 2.41278 1.81609 0.11 -0.20 0.04
H 1.89874 1.43783 6.64286 0.08 0.10 -0.21
H 3.24642 2.38695 5.98626 -0.16 -0.05 -0.03
H 1.58610 2.99287 5.84287 0.12 -0.18 -0.01
H 3.49729 -0.70121 3.19459 0.04 0.14 0.17
H 4.22806 0.10153 4.59350 -0.24 -0.15 -0.17
H 2.93361 -1.08545 4.83724 0.10 0.22 -0.08
H 2.56651 1.94580 1.74891 -0.02 0.02 0.21
H 2.05714 3.32570 2.73444 0.13 -0.24 0.10
H 3.69366 2.66671 2.91313 -0.26 -0.04 -0.09
H -2.24269 1.53874 6.63403 0.22 -0.21 0.06
H -1.85367 0.20621 7.74046 0.11 0.15 -0.21
H -0.57381 1.33523 7.22902 -0.29 -0.18 -0.10
H -2.62931 -1.74603 3.94489 -0.02 0.15 0.23
H -3.21898 -1.66872 5.62435 -0.07 0.06 -0.24
H -3.45903 -0.28391 4.53132 0.21 -0.24 0.17
H 0.07318 -2.59230 5.30844 -0.04 0.20 0.29
H 1.12229 -1.39746 6.09895 -0.32 0.04 0.06
H -0.25990 -2.08557 6.98194 0.22 -0.11 -0.16
```
Positions in Å, forces in eV/Å.

Calculated values
HOMO-LUMO gap (spin up / spin down): 6.24 / 4.34 eV
F_max: 0.0410 hartree/bohr
total charge: +2

***

C16H17O3STl | the ωB97M-V functional and the def2-TZVPD basis

Geometry as XYZ:
```
38
Properties=species:S:1:pos:R:3:forces:R:3
Tl 0.92275 -0.17851 -1.05353 -0.11 0.03 0.09
C -2.30474 3.51649 -0.65683 0.05 -0.88 0.14
C -2.07440 1.91498 -0.36627 0.52 0.87 -0.24
O -3.20164 1.49310 -0.07618 0.28 -0.21 -0.01
O -0.93481 1.46539 -0.47419 -0.76 -0.09 0.12
H -3.32911 3.81799 -0.49060 -0.03 0.11 -0.01
H -2.00382 3.59502 -1.69886 -0.02 0.11 0.01
H -1.60427 3.97029 0.03926 -0.02 0.09 -0.02
O 0.65114 -1.58671 1.18921 0.14 -0.40 0.21
S 0.18370 -2.74152 2.03733 0.05 0.27 -0.44
C 1.70931 -3.71760 2.58226 -0.08 0.17 0.23
C 2.55607 -4.04324 1.44982 0.23 -0.18 -0.32
C 3.79651 -3.34069 1.27087 -0.43 -0.10 0.10
C 4.64065 -3.71040 0.27423 0.06 -0.28 -0.35
C 4.26328 -4.76697 -0.60487 -0.06 0.04 0.08
C 3.01944 -5.44722 -0.46610 0.44 0.07 -0.24
C 2.17900 -5.09042 0.53438 -0.01 0.28 0.45
C -0.21586 -2.03791 3.66191 0.34 -0.05 0.08
C 0.96501 -1.47610 4.40698 -0.45 0.08 0.00
C 1.52596 -0.26004 4.03698 0.14 0.23 -0.08
C 2.60367 0.25592 4.74766 -0.09 0.07 -0.17
C 3.12032 -0.43859 5.83083 0.11 0.07 0.04
C 2.56478 -1.65118 6.20306 -0.10 -0.21 0.03
C 1.48849 -2.16873 5.49108 0.10 -0.16 0.27
H 1.27175 -4.61121 3.03947 -0.08 0.07 -0.04
H 2.20763 -3.09161 3.32727 -0.01 -0.11 -0.12
H 4.06738 -2.54710 1.95878 -0.11 -0.06 0.01
H 5.59808 -3.21735 0.15333 -0.06 -0.09 -0.07
H 4.93795 -5.05730 -1.40323 -0.03 0.01 0.06
H 2.75809 -6.24766 -1.14734 0.09 0.06 0.00
H 1.23391 -5.60640 0.66671 0.04 0.09 0.07
H -0.71572 -2.84811 4.19849 -0.02 0.07 0.05
H -0.95559 -1.28303 3.38413 -0.02 -0.01 0.09
H 1.11198 0.29006 3.19981 0.00 0.01 0.07
H 3.02767 1.21401 4.46943 -0.04 -0.07 0.00
H 3.94780 -0.02585 6.39459 -0.04 -0.02 -0.03
H 2.95748 -2.18910 7.05758 -0.04 0.02 -0.05
H 1.04348 -3.11309 5.79527 0.03 0.10 0.02
```
Positions in Å, forces in eV/Å.

Calculated values
relative energy (zero: lowest compared OMol25 entry of this formula, charge and spin): 23.05 kJ/mol
HOMO-LUMO gap (spin up / spin down): 4.14 / 6.23 eV
F_max: 0.0203 hartree/bohr
total charge: +2

***

> Among the records above, which one has the lowest total charge?

C12H30O4Si2

***

> Which value of total charge does entry 1 give?

0